# 1
50
Properties=species:S:1:pos:R:3:forces:R:3 method="wB97M-V/def2-TZVPD" total_charge=+2 homo_ev="-13.079 / -12.465" multiplicity=3 homo_lumo_gap_ev="7.283 / 6.437"
W -0.107001 0.167165 0.162406 0.3 -0.5 1.0
C 4.368308 0.717513 0.675658 0.0 0.0 0.0
C 3.051275 0.975828 0.024205 -0.1 -0.2 0.1
O 2.095352 0.183572 0.214276 -0.2 0.2 -0.2
N 2.927158 2.057694 -0.732101 0.0 0.1 -0.1
C 1.710563 2.411577 -1.452631 0.1 0.0 0.0
C 0.707858 3.125381 -0.585216 -0.1 -0.2 0.1
C 0.673580 4.504996 -0.564671 0.0 0.1 -0.1
C -0.226474 5.159753 0.260663 0.0 0.1 0.0
C -1.082887 4.398988 1.035196 0.0 0.0 0.1
C -1.003154 3.025500 0.961109 0.1 -0.2 0.0
N -0.120430 2.370939 0.177956 0.0 0.5 -0.1
H 4.513166 -0.353617 0.787728 0.0 0.0 0.0
H 4.345393 1.163747 1.672490 0.0 0.0 0.0
H 5.198868 1.147315 0.118575 0.0 0.0 0.0
H 3.732257 2.657518 -0.826807 0.0 0.0 0.0
H 1.294676 1.504648 -1.892067 -0.1 -0.1 0.0
H 1.994211 3.049090 -2.285680 0.0 0.0 0.0
H 1.348847 5.063357 -1.201352 0.0 0.0 0.0
H -0.263136 6.241175 0.289309 0.0 0.0 0.0
H -1.813530 4.853951 1.689837 0.0 0.0 0.0
H -1.673719 2.408198 1.538334 0.0 0.0 0.0
N -3.277726 1.849689 -0.744350 0.0 0.0 0.0
C -3.298938 0.511331 -0.518724 0.1 0.2 0.0
N -2.221419 -0.217745 -0.293055 0.0 -0.4 0.2
C -2.580609 -1.573185 -0.122074 0.5 0.2 -0.1
C -3.896620 -1.814697 -0.152682 -0.3 -0.1 0.0
S -4.767231 -0.362060 -0.460906 -0.2 -0.1 0.0
C -1.481566 -2.529773 -0.009271 0.1 0.5 -0.1
C -1.544674 -3.861285 0.097494 0.0 -0.3 0.0
S 0.043930 -4.531189 0.124446 0.0 -0.2 0.0
C 0.717234 -2.955112 0.005835 0.0 0.2 0.1
N -0.187326 -1.991448 -0.077517 -0.2 -0.2 0.0
N 2.041613 -2.739259 0.004561 0.1 0.0 0.0
H -2.451551 2.232397 -1.174739 0.0 0.0 0.0
H -4.138984 2.292281 -1.023495 0.0 0.0 0.0
H -4.410079 -2.756975 -0.041662 0.0 0.1 0.0
H -2.415765 -4.496441 0.140691 0.1 0.0 0.0
H 2.668416 -3.510034 0.159200 0.0 0.0 0.0
H 2.365451 -1.813706 0.246246 0.0 0.0 0.0
C 0.999512 -1.444982 3.895506 0.0 0.0 -0.1
O 0.768172 -1.108841 2.515273 -0.4 0.4 -0.1
C -0.109648 -0.133331 2.124738 0.3 -0.2 -0.5
C -0.939594 0.546492 3.186124 0.0 0.0 -0.2
H 1.553929 -0.650914 4.394759 0.0 0.0 0.0
H 1.591934 -2.353942 3.867802 0.1 0.0 0.0
H 0.074124 -1.649136 4.425774 -0.1 -0.1 0.0
H -0.844844 0.108044 4.174749 0.0 -0.1 0.0
H -1.999557 0.513671 2.921114 0.0 0.0 0.0
H -0.652263 1.596259 3.277747 0.0 0.0 0.0

# 2
52
Properties=species:S:1:pos:R:3:forces:R:3 method="wB97M-V/def2-TZVPD" total_charge=+3 homo_ev="-18.817 / -19.344" de_lowest_kcal_mol=5.7 multiplicity=5 homo_lumo_gap_ev="7.608 / 6.248"
Pd -0.542133 -0.232250 -0.049914 0.0 0.1 0.0
C -0.613102 -0.960491 -3.078202 0.0 0.0 0.0
O 0.296004 -0.558493 -2.026652 0.0 0.0 0.0
C 1.409635 -1.476621 -1.895289 0.0 0.0 0.0
C 2.385364 -0.902265 -0.903007 0.0 -0.1 0.0
O 1.691835 -0.615027 0.339625 -0.1 0.0 0.0
C 2.500781 -0.695684 1.513648 0.0 0.0 -0.1
C 2.455678 -2.064740 2.191499 0.0 0.1 0.2
O 1.412311 -2.088098 3.145956 0.1 0.0 0.0
C 1.542835 -2.919175 4.281851 0.0 -0.2 -0.1
H -0.067775 -0.972179 -4.020762 0.0 0.0 0.0
H -1.399516 -0.211737 -3.123437 0.0 0.0 0.0
H -1.018051 -1.951797 -2.867368 0.0 0.0 0.0
H 1.893335 -1.570968 -2.869514 0.0 0.0 0.0
H 1.039957 -2.451323 -1.574830 0.0 0.0 0.0
H 2.840820 0.022148 -1.262149 0.0 0.0 0.0
H 3.167823 -1.643397 -0.730074 0.0 0.0 0.0
H 2.178464 0.082458 2.205228 0.0 0.0 0.0
H 3.542163 -0.495858 1.252810 0.0 0.0 0.0
H 3.397110 -2.346835 2.669535 0.0 0.0 0.0
H 2.174185 -2.854148 1.459490 0.0 0.0 0.0
H 2.458417 -2.625571 4.816026 0.0 0.0 0.0
H 1.695988 -3.952869 3.933177 0.0 0.0 0.0
H 0.643035 -2.817979 4.875119 0.0 0.0 0.0
C -5.892030 -2.579022 -0.621714 -0.1 0.0 0.0
C -6.197385 -1.194810 -0.621832 0.0 0.0 0.0
C -5.191256 -0.283933 -0.554926 0.0 0.0 0.0
C -3.828735 -0.748679 -0.475616 -0.2 -0.1 0.0
C -3.530969 -2.139122 -0.472445 0.0 0.0 0.0
C -4.550101 -3.040934 -0.546679 0.1 0.0 0.0
N -2.757222 0.140095 -0.399906 0.1 0.0 -0.1
N -3.075911 1.356283 -0.550266 0.1 0.1 0.0
C -2.057745 2.286533 -0.510685 0.0 0.0 0.0
C -2.408741 3.615094 -0.719038 -0.1 -0.1 0.0
C -1.404508 4.582272 -0.707320 0.0 0.0 0.0
C -0.108003 4.177421 -0.484943 0.1 -0.1 0.0
C 0.167076 2.809947 -0.275066 0.0 0.2 0.0
N -0.776581 1.893381 -0.286572 0.0 -0.1 0.0
H -6.698498 -3.301248 -0.680224 0.0 0.0 0.0
H -7.229645 -0.876393 -0.676191 0.0 0.0 0.0
H -5.393649 0.775932 -0.551561 0.0 0.0 0.0
H -2.507781 -2.477608 -0.402347 0.0 0.0 0.0
H -4.344358 -4.103245 -0.545840 0.0 0.0 0.0
H -3.448514 3.862215 -0.887595 0.0 0.0 0.0
H -1.642313 5.625181 -0.869003 0.0 0.0 0.0
H 0.707532 4.888030 -0.468509 0.0 0.0 0.0
H 1.180008 2.471610 -0.098533 0.0 0.0 0.0
F -0.272144 -3.810793 2.138362 0.0 0.1 -0.2
B -0.235996 -3.753631 0.762921 0.0 0.0 0.1
F -1.148247 -4.513582 0.115113 0.1 0.1 0.0
F 1.066803 -3.835157 0.285671 0.0 -0.1 -0.1
F -0.627420 -2.289841 0.407983 -0.2 -0.1 0.2